# 1
{
  "formula": "C19H15IN5NiO2Se",
  "method": "ωB97M-V/def2-TZVPD",
  "symbols": ["Ni", "C", "C", "N", "C", "C", "C", "O", "C", "C", "N", "C", "C", "C", "C", "C", "C", "I", "C", "O", "H", "H", "H", "H", "H", "H", "H", "H", "H", "H", "H", "H", "Se", "N", "C", "C", "C", "C", "N", "C", "N", "H", "H", "H"],
  "coordinates": [[-0.219, -0.307, -1.417], [-4.390, -1.728, -0.610], [-3.441, -1.670, 0.575], [-3.941, -1.858, 1.734], [-3.167, -1.789, 2.845], [-1.805, -1.532, 2.796], [-0.971, -1.278, 4.010], [-0.199, -0.110, 3.683], [-1.169, -1.569, 1.485], [0.254, -1.548, 1.287], [0.784, -0.928, 0.244], [2.136, -0.532, 0.360], [2.580, 0.104, 1.497], [3.904, 0.502, 1.633], [4.835, 0.241, 0.646], [4.406, -0.364, -0.556], [3.075, -0.741, -0.731], [2.276, -1.671, -2.505], [-1.987, -1.503, 0.370], [-1.614, -1.590, -0.910], [-4.291, -0.852, -1.230], [-5.488, -1.776, -0.305], [-4.189, -2.601, -1.223], [-3.672, -1.948, 3.853], [-0.301, -2.158, 4.296], [-1.664, -1.067, 4.796], [0.270, 0.164, 4.479], [0.925, -1.915, 2.060], [1.847, 0.273, 2.273], [4.137, 0.989, 2.594], [5.842, 0.625, 0.698], [5.093, -0.500, -1.394], [-3.233, 1.949, -3.511], [-2.020, 3.407, -3.940], [-0.861, 3.003, -3.485], [0.384, 3.712, -3.675], [1.497, 3.154, -3.123], [1.434, 1.943, -2.417], [0.354, 1.228, -2.147], [-0.769, 1.668, -2.760], [-1.846, 0.922, -2.669], [0.337, 4.615, -4.278], [2.518, 3.470, -3.303], [2.349, 1.565, -2.026]],
  "mulliken_spin": [1.742, -0.001, -0.005, 0.001, -0.001, 0.004, 0.000, 0.000, 0.012, -0.022, 0.084, -0.004, 0.003, -0.002, 0.004, -0.008, 0.000, 0.048, 0.010, 0.091, 0.000, 0.000, 0.000, 0.000, 0.000, 0.000, 0.000, 0.007, 0.001, 0.000, 0.000, -0.001, 0.017, 0.001, 0.005, -0.008, 0.007, -0.003, 0.040, -0.031, 0.006, 0.000, 0.000, 0.001],
  "homo_energy_ev": [-10.60, -10.56],
  "homo_lumo_gap_ev": [5.279, 5.233],
  "charge": 1,
  "multiplicity": 3
}


# 2
{
  "formula": "C13H23BrN6O3PS",
  "method": "ωB97M-V/def2-TZVPD",
  "symbols": ["C", "C", "C", "C", "C", "N", "C", "N", "C", "N", "C", "C", "O", "Br", "P", "N", "O", "N", "N", "C", "S", "H", "H", "H", "H", "H", "H", "H", "H", "H", "H", "H", "H", "H", "H", "H", "H", "H", "C", "C", "O", "C", "H", "H", "H", "H", "H", "H"],
  "coordinates": [[-4.095, 0.311, 2.706], [-3.144, -0.816, 2.252], [-1.816, -0.213, 1.777], [-0.594, -1.162, 1.795], [-0.906, -2.657, 2.007], [0.255, -0.994, 0.590], [1.538, -0.701, 0.609], [2.048, -0.609, -0.622], [1.025, -0.832, -1.447], [1.113, -0.792, -2.798], [-0.071, -0.984, -3.653], [-0.039, -0.092, -4.910], [-0.082, 1.087, -4.814], [-0.051, -0.929, -6.637], [2.781, -0.529, -3.441], [2.768, -1.569, -4.805], [2.680, 0.961, -4.115], [-0.099, -1.091, -0.722], [-1.425, -1.382, -1.076], [-1.670, -2.598, -1.250], [-2.182, -4.031, -1.377], [-5.114, -0.078, 2.713], [-3.868, 0.577, 3.738], [-4.030, 1.178, 2.052], [-3.606, -1.362, 1.428], [-3.007, -1.474, 3.109], [-1.962, 0.243, 0.797], [-1.581, 0.617, 2.449], [0.050, -0.860, 2.618], [-0.997, -2.853, 3.072], [-1.802, -2.982, 1.486], [-0.058, -3.241, 1.642], [2.140, -0.554, 1.491], [-0.992, -0.682, -3.164], [-0.117, -2.025, -3.981], [3.591, -2.149, -4.676], [1.961, -2.181, -4.864], [1.978, 1.472, -3.684], [2.413, 4.554, 3.106], [1.531, 3.378, 2.781], [0.738, 2.927, 3.576], [1.671, 2.764, 1.407], [2.209, 4.890, 4.119], [3.463, 4.267, 3.028], [2.218, 5.372, 2.411], [2.689, 2.395, 1.264], [1.442, 3.497, 0.632], [0.971, 1.933, 1.330]],
  "mulliken_charge": [-1.393, -0.472, -0.745, 0.317, -1.687, 0.392, -0.429, -0.549, 0.795, 0.018, -0.682, 0.317, -0.444, -0.098, 0.164, -0.505, -0.479, 0.701, -1.118, 0.583, -0.228, 0.404, 0.344, 0.357, 0.275, 0.318, 0.456, 0.533, 0.319, 0.436, 0.350, 0.430, 0.478, 0.497, 0.450, 0.309, 0.244, 0.343, -1.191, 0.812, -0.541, -0.531, 0.322, 0.324, 0.324, 0.331, 0.422, -0.271],
  "homo_energy_ev": -11.94,
  "homo_lumo_gap_ev": 7.523,
  "charge": 1,
  "multiplicity": 1
}


# 3
{
  "formula": "C43H44BrN2P2RbS4Te",
  "method": "ωB97M-V/def2-TZVPD",
  "symbols": ["Rb", "C", "C", "S", "C", "C", "S", "C", "C", "S", "C", "C", "S", "H", "H", "H", "H", "H", "H", "H", "H", "H", "H", "H", "H", "H", "H", "H", "H", "Te", "C", "C", "C", "N", "C", "C", "C", "P", "C", "C", "C", "C", "C", "C", "C", "C", "C", "C", "C", "C", "P", "C", "C", "C", "C", "C", "C", "C", "C", "C", "C", "C", "C", "H", "H", "H", "H", "H", "H", "H", "H", "H", "H", "H", "H", "H", "H", "H", "H", "H", "H", "H", "H", "H", "H", "H", "H", "Br", "C", "C", "C", "N", "C", "C", "H", "H", "H", "H"],
  "coordinates": [[-0.017, 0.414, 0.134], [2.187, 0.070, 4.480], [2.478, 1.512, 4.070], [2.157, 1.949, 2.339], [3.728, 1.602, 1.499], [4.191, 0.152, 1.386], [3.108, -0.951, 0.419], [2.889, -2.261, 1.665], [1.835, -3.295, 1.282], [0.107, -2.777, 1.462], [-0.194, -3.033, 3.230], [0.634, -2.232, 4.228], [0.546, -0.446, 3.905], [2.239, -0.001, 5.568], [2.938, -0.606, 4.068], [3.512, 1.764, 4.311], [1.838, 2.187, 4.639], [4.515, 2.185, 1.983], [3.575, 2.028, 0.505], [4.310, -0.288, 2.377], [5.175, 0.149, 0.916], [2.605, -1.769, 2.587], [3.851, -2.759, 1.803], [1.984, -4.195, 1.884], [1.944, -3.584, 0.236], [-0.080, -4.096, 3.454], [-1.252, -2.792, 3.346], [1.680, -2.540, 4.193], [0.268, -2.445, 5.234], [-3.729, -2.150, -3.486], [-4.942, -1.058, -4.832], [-5.912, -1.701, -5.593], [-6.659, -0.954, -6.493], [-6.508, 0.354, -6.683], [-5.572, 0.955, -5.951], [-4.774, 0.306, -5.022], [-2.850, -0.575, -2.481], [-3.265, -0.363, -0.739], [-3.141, 1.480, -0.481], [-3.178, 2.417, -1.511], [-3.052, 3.771, -1.241], [-2.874, 4.213, 0.064], [-2.833, 3.289, 1.102], [-2.966, 1.934, 0.827], [-5.090, -0.527, -0.702], [-5.888, 0.141, -1.628], [-7.264, -0.004, -1.601], [-7.858, -0.819, -0.644], [-7.071, -1.485, 0.283], [-5.689, -1.339, 0.253], [-1.239, -0.032, -2.887], [-1.272, 0.434, -4.654], [-1.259, -0.487, -5.700], [-1.424, -0.061, -7.010], [-1.599, 1.287, -7.293], [-1.597, 2.215, -6.261], [-1.429, 1.788, -4.951], [-0.089, -1.481, -2.887], [1.137, -1.455, -3.559], [2.028, -2.513, -3.463], [1.714, -3.622, -2.687], [0.509, -3.655, -2.000], [-0.379, -2.590, -2.092], [-6.101, -2.762, -5.489], [-7.427, -1.437, -7.090], [-5.452, 2.021, -6.119], [-4.028, 0.847, -4.453], [-3.300, 2.056, -2.526], [-3.092, 4.491, -2.051], [-2.770, 5.271, 0.271], [-2.703, 3.625, 2.124], [-2.945, 1.212, 1.640], [-5.420, 0.760, -2.382], [-7.875, 0.509, -2.333], [-8.934, -0.936, -0.625], [-7.532, -2.124, 1.026], [-5.067, -1.870, 0.964], [-1.137, -1.540, -5.483], [-1.429, -0.787, -7.813], [-1.738, 1.613, -8.315], [-1.730, 3.268, -6.476], [-1.444, 2.508, -4.139], [1.388, -0.602, -4.180], [2.965, -2.476, -4.005], [2.401, -4.457, -2.628], [0.247, -4.518, -1.398], [-1.323, -2.620, -1.555], [-0.465, 7.345, -2.507], [0.054, 5.690, -1.764], [0.343, 5.598, -0.414], [0.691, 4.355, 0.088], [0.765, 3.252, -0.657], [0.480, 3.369, -1.955], [0.125, 4.564, -2.561], [0.290, 6.461, 0.234], [0.918, 4.237, 1.141], [0.512, 2.456, -2.541], [-0.098, 4.600, -3.618]],
  "mulliken_charge": [1.424, -0.421, -1.193, 0.157, -0.828, -0.866, 0.154, 0.628, -0.783, 0.343, -1.137, -0.742, 0.055, 0.471, 0.176, 0.450, 0.416, 0.538, 0.340, 0.282, 0.534, -1.275, 0.467, 0.532, 0.169, 0.448, 0.407, 0.379, 0.558, 0.442, 0.146, -0.423, -0.410, -0.646, -0.635, 0.072, -1.303, 0.971, -0.081, 0.265, -0.863, -0.617, -0.700, -0.446, 0.323, -0.348, -0.725, -0.556, -0.574, -0.579, 0.838, 0.001, -0.350, -0.668, -0.671, -0.529, -0.278, 0.482, -0.772, -0.744, -0.380, -0.833, -0.545, 0.365, 0.372, 0.392, 0.553, 0.357, 0.484, 0.435, 0.478, 0.352, 0.283, 0.442, 0.382, 0.390, 0.374, 0.391, 0.394, 0.386, 0.443, 0.155, 0.475, 0.405, 0.420, 0.466, 0.287, -0.142, -0.027, -0.726, -0.059, 0.065, -0.396, -0.573, 0.472, 0.309, 0.433, 0.617],
  "homo_energy_ev": -6.10,
  "homo_lumo_gap_ev": 5.854,
  "e_above_lowest_kj_mol": 5.1,
  "multiplicity": 1
}